[1]
Entry from the OMol25 dataset: a structure of composition C29H40BaN3O2PS in a non-equilibrium geometry (ωB97M-V/def2-TZVPD).

Geometry as XYZ:
```
77
Properties=species:S:1:pos:R:3:forces:R:3:lowdin_charge:R:1
N -0.380 -0.956 0.234 -0.032 -0.072 0.133 -0.216
H -4.920 -0.596 -1.818 -0.062 0.001 -0.016 0.068
C -3.161 -3.743 1.814 -0.126 -0.011 0.071 -0.275
H 0.173 2.759 -1.227 -0.043 0.048 0.041 0.043
H 2.414 -0.307 -4.273 0.011 0.010 -0.028 0.075
C -2.784 0.018 1.519 -0.076 -0.093 -0.018 -0.059
H 4.121 -0.751 -4.193 0.002 0.012 -0.012 0.079
H -5.585 -0.991 -4.058 0.076 -0.090 -0.051 0.112
C -1.286 -1.873 0.819 -0.032 0.008 -0.046 -0.315
C -1.121 5.149 0.522 0.116 0.090 0.071 -0.100
C 0.287 4.700 2.432 0.050 0.132 0.013 -0.068
O -3.204 -1.934 -3.115 -0.214 -0.439 -0.007 -0.232
H 4.468 0.475 3.894 0.022 0.003 0.007 0.073
C 3.272 -0.288 2.263 0.074 -0.020 0.171 -0.296
H 5.032 -1.062 3.248 0.025 0.011 0.015 0.075
C 1.192 2.971 -0.898 -0.004 0.018 -0.049 -0.138
H 0.163 -1.560 2.788 0.008 -0.010 0.008 0.112
H 0.205 6.577 1.360 -0.010 0.007 -0.007 0.113
C -3.389 -0.956 -3.884 -0.737 0.170 -0.406 -0.851
C -2.498 -1.450 1.390 0.100 -0.018 -0.068 -0.218
H 2.274 -1.178 3.947 -0.016 -0.004 0.001 0.112
H 2.763 -2.339 -1.082 -0.001 -0.041 -0.019 0.062
C -1.959 -4.159 1.250 0.116 0.040 -0.039 -0.011
N -4.808 0.199 -2.438 0.032 -0.094 0.102 -0.002
C 3.095 0.083 0.946 -0.217 -0.034 -0.058 -0.070
H 2.059 -2.359 -2.709 -0.003 -0.030 0.011 0.071
C -3.413 -2.383 1.871 0.021 -0.080 0.005 -0.016
H 0.073 2.707 3.212 -0.024 -0.025 -0.034 0.134
C 0.251 -3.757 0.136 -0.101 0.052 0.060 -0.031
H -5.066 -4.272 2.669 -0.015 -0.019 -0.001 0.071
H 3.748 2.518 -0.167 0.018 0.015 0.004 0.067
C 0.983 -1.086 2.260 -0.160 0.044 -0.203 -0.027
C 0.785 -0.721 0.895 0.074 -0.032 0.275 -0.361
H 3.793 -2.618 -2.497 -0.005 -0.020 -0.003 0.081
H -4.337 -2.031 2.318 -0.004 0.004 -0.005 0.116
H -1.524 2.113 1.629 -0.013 0.044 0.014 0.088
H 3.944 0.508 0.424 0.000 0.002 -0.036 0.088
C 2.933 -2.060 -2.122 0.030 0.127 -0.009 -0.119
C -4.773 -0.298 -3.826 0.254 -0.049 0.023 -0.183
C 3.174 -0.555 -2.256 -0.063 -0.021 -0.023 -0.576
H -5.598 0.813 -2.285 0.063 0.081 -0.009 0.075
H 2.095 2.330 -2.725 -0.015 -0.011 -0.001 0.097
H -3.723 -5.279 3.216 -0.013 -0.014 0.002 0.079
C 3.343 -0.148 -3.719 -0.002 -0.023 0.088 -0.123
H 0.347 -3.407 -0.895 0.041 -0.002 0.001 0.068
H 3.815 3.575 -1.573 0.013 0.000 0.005 0.080
H 1.121 -3.386 0.680 0.021 -0.009 -0.023 0.077
H 3.624 0.901 -3.819 -0.009 -0.004 -0.038 0.063
C 4.589 -0.102 2.975 -0.124 -0.032 -0.070 -0.063
N -1.159 3.054 1.583 0.019 0.198 -0.087 0.065
C -0.186 5.570 1.422 -0.083 -0.095 -0.044 -0.055
C -1.646 3.827 0.566 -0.074 0.018 0.061 -0.817
C -1.028 -3.258 0.755 -0.002 -0.148 -0.033 -0.206
H -3.428 0.399 0.723 -0.005 0.059 -0.005 0.055
H 1.381 4.038 -1.041 -0.026 -0.017 -0.008 0.087
Ba -1.430 -0.433 -2.110 0.399 0.529 1.058 1.862
H 1.031 5.019 3.145 0.000 -0.041 0.014 0.106
C -4.141 -4.754 2.355 0.078 0.099 -0.059 -0.055
C 3.629 2.548 -1.250 -0.054 -0.040 -0.073 -0.113
C 1.884 -0.090 0.254 0.258 0.008 0.257 -0.324
H -1.487 5.797 -0.261 -0.005 -0.004 -0.004 0.105
C 2.175 -0.873 2.909 0.124 0.057 -0.042 -0.054
H -3.265 0.250 2.470 -0.009 0.013 0.013 0.093
H 1.273 2.752 0.166 -0.079 0.033 0.113 0.068
P 1.740 0.338 -1.492 0.187 0.114 -0.308 0.986
H -1.744 -5.222 1.190 0.011 0.006 -0.010 0.118
C -0.227 3.447 2.483 0.075 -0.059 0.070 -0.077
H -1.833 0.536 1.441 0.057 -0.087 -0.003 0.029
H 4.392 1.913 -1.703 0.024 0.027 0.025 0.064
H -4.799 0.549 -4.507 -0.009 -0.019 -0.025 0.113
H 5.300 0.426 2.339 0.017 0.002 0.015 0.070
C 2.213 2.137 -1.652 0.149 -0.142 -0.079 -0.554
H 0.278 -4.846 0.136 0.009 -0.005 -0.015 0.078
H -4.382 -5.501 1.597 -0.032 -0.017 0.019 0.078
H 4.084 -0.299 -1.706 -0.003 -0.006 0.033 0.095
O -2.449 -0.334 -4.433 -0.133 0.090 -0.567 -0.228
S -2.777 3.216 -0.508 0.059 -0.196 -0.159 0.583
```
Positions in Å, forces in eV/Å.

Computed properties:
Total energy in eV: -60108.6909
Energy above the lowest of the compared OMol25 structures with the same formula, charge and spin in eV: 1.132
E_LUMO in eV: -0.010


[2]
Entry from the OMol25 dataset: the ion C20H42FN5OP with charge +1 in a non-equilibrium geometry (ωB97M-V/def2-TZVPD).

Geometry as XYZ:
```
70
Properties=species:S:1:pos:R:3:forces:R:3:nbo_charge:R:1
C 4.285 -0.926 -2.534 -0.842 0.004 -0.058 -0.604
H -2.696 -4.612 2.646 -0.082 0.016 0.228 0.211
H -2.859 -0.766 3.816 0.024 -0.070 0.231 0.215
C -3.132 -1.730 -1.392 0.158 0.566 -0.644 -0.598
C 0.848 -0.370 -0.855 0.479 -0.511 -0.927 -0.249
H -1.978 -1.579 -3.163 -0.023 0.007 -0.222 0.211
C -1.018 -3.978 1.502 -0.327 0.541 0.317 -0.606
H 0.847 1.254 2.710 0.018 0.277 -0.085 0.249
N -0.951 0.523 -3.072 0.088 0.192 0.655 -0.437
F -1.400 0.949 1.190 -0.372 -0.136 -0.026 -0.327
H 0.275 6.480 -1.329 0.220 0.085 -0.192 0.393
H -1.079 -3.092 4.057 0.113 0.012 0.003 0.197
C -0.118 1.211 0.848 0.542 0.540 0.423 0.775
H -0.275 -0.989 4.544 0.019 0.064 0.176 0.214
H 1.890 5.190 0.168 1.593 -0.873 -0.192 0.259
H -0.127 2.414 -3.340 0.262 -0.077 0.062 0.423
H 2.952 -0.273 -0.156 -0.142 0.296 0.196 0.212
N 0.820 3.075 -1.194 -2.731 -0.935 0.945 -0.680
N 0.043 0.835 -0.553 1.170 -0.017 0.895 -0.496
H -0.999 0.571 -4.083 0.027 -0.108 0.024 0.387
H -1.102 -4.924 0.974 -0.026 -0.087 0.022 0.220
H 2.004 2.438 0.420 -0.146 -0.306 -0.048 0.223
H -3.008 -3.214 1.666 -0.211 0.190 0.264 0.195
H -0.863 -3.204 0.746 0.205 0.002 -0.007 0.176
N 0.391 5.679 -1.941 -0.393 -0.292 0.438 -1.255
C 2.783 -2.615 -1.362 -0.152 0.040 0.051 -0.614
H -2.347 0.677 -1.447 0.310 0.086 0.090 0.219
H 2.609 0.804 -1.532 -0.272 0.195 0.224 0.205
H 1.186 -1.285 2.831 0.013 -0.298 -0.316 0.222
H -3.788 -1.091 -0.803 -0.277 -0.313 0.110 0.208
C 0.199 1.841 -1.453 0.242 0.513 -0.324 0.711
H 0.708 -1.171 -0.141 -0.431 0.317 0.395 0.249
H 2.217 -1.307 -2.902 -0.074 0.315 -0.083 0.189
H -2.259 -1.155 2.234 0.068 0.378 -0.088 0.190
C 0.308 -0.769 2.444 0.138 0.588 0.806 -0.403
H -0.154 -4.002 2.166 0.188 -0.147 -0.182 0.202
H -3.625 -1.080 -3.437 -0.195 0.131 0.124 0.219
C 2.875 -1.239 -2.030 0.073 -0.511 0.261 -0.201
H -2.962 1.094 -3.069 -0.166 0.233 0.355 0.194
H -0.909 0.478 3.764 0.346 0.091 0.173 0.201
H 3.285 -2.636 -0.392 0.158 0.000 -0.044 0.206
N -0.266 1.679 -2.657 -0.108 -0.309 -1.001 -0.358
C -2.321 0.418 -2.498 -0.473 -0.343 -1.361 -0.243
P -0.356 4.428 -1.400 0.855 2.205 -0.867 1.417
C -2.809 -1.025 -2.722 0.625 -0.271 0.566 -0.412
H -2.812 -2.990 4.278 0.105 -0.093 0.210 0.218
H 1.848 0.471 1.529 -0.076 0.101 -0.431 0.231
H 4.953 -0.733 -1.697 0.239 -0.028 -0.110 0.210
C 0.819 0.574 1.861 -0.406 -0.890 0.687 -0.490
C -2.005 -2.784 3.575 -1.074 0.359 -0.164 -0.409
C -0.684 -0.580 3.626 -0.977 0.185 -1.099 -0.400
H -2.209 -1.862 -0.825 -0.013 -0.104 0.059 0.197
C 2.356 -0.153 -1.062 0.208 -0.502 -0.843 -0.429
H -3.567 -2.700 -1.614 -0.165 -0.069 0.351 0.229
H 2.262 5.009 2.713 -0.326 1.637 -0.381 0.219
C 1.120 3.060 0.274 -0.544 1.790 -0.244 0.183
H 4.220 -0.062 -3.193 0.295 0.218 0.118 0.208
H -0.202 -1.369 1.700 0.276 -0.207 -0.193 0.206
H 4.630 -1.754 -3.146 0.301 -0.098 0.118 0.223
C -2.036 -1.253 3.296 0.698 -0.823 0.122 -0.393
H 3.199 -3.395 -1.996 0.149 -0.018 -0.013 0.226
H 0.473 -0.768 -1.797 -0.190 0.058 0.000 0.242
O -0.022 2.610 0.950 0.141 -0.443 -0.272 -0.523
H 1.743 -2.893 -1.186 -0.072 -0.034 0.044 0.201
C 1.506 4.409 0.818 0.145 0.230 0.049 -0.289
C -2.275 -3.653 2.346 0.578 -0.695 -0.588 -0.397
H 0.494 4.532 2.690 0.339 -1.643 0.359 0.212
H -1.303 3.971 -2.342 0.262 -0.669 0.386 -0.062
H -1.056 4.654 -0.200 -0.042 -0.680 -0.033 -0.010
C 1.419 4.651 2.134 -0.343 0.144 0.503 -0.317
```
Positions in Å, forces in eV/Å.

Computed properties:
Total energy in eV: -42915.2469
Energy above the lowest of the compared OMol25 structures with the same formula, charge and spin in eV: 0.000
E_LUMO in eV: -3.258
Net charge: +1


[3]
Entry from the OMol25 dataset: a cluster of 4 separate species, C20H42NO8S3 in total in a non-equilibrium geometry (ωB97M-V/def2-TZVPD).

Geometry as XYZ:
```
74
Properties=species:S:1:pos:R:3:forces:R:3:lowdin_charge:R:1
H 5.371 -4.468 1.806 -0.020 -0.013 0.010 0.118
C -0.180 3.285 0.861 -0.983 0.400 -0.510 -0.389
C 5.294 -1.689 2.176 0.336 -0.016 -0.082 -0.212
H -2.281 4.143 1.667 -0.259 0.064 0.144 0.080
H -0.198 -5.323 1.923 0.001 0.008 0.009 0.112
C -3.900 1.189 0.741 0.853 0.383 0.145 -0.196
C -2.791 4.475 -5.018 -0.211 -0.307 0.142 -0.232
H 6.214 -4.798 3.320 0.004 -0.004 -0.007 0.111
C 0.384 -4.233 0.135 0.030 -0.049 0.241 -0.226
H -2.345 -5.168 -1.727 0.025 0.083 -0.069 0.099
C 5.605 -4.064 2.793 -0.007 0.050 -0.032 -0.225
H 1.014 -0.341 2.701 0.114 -0.090 0.173 0.054
C 1.243 0.531 2.089 -0.134 -0.238 0.145 -0.111
H -1.865 -0.161 -1.354 0.028 0.140 -0.066 0.047
H 5.485 -0.694 2.568 -0.132 0.043 -0.025 0.106
H 0.100 4.339 1.086 0.346 -0.006 0.130 0.098
H -3.335 3.751 0.299 -0.050 0.145 -0.076 0.083
H 5.222 -1.651 1.091 -0.097 -0.007 0.003 0.107
S 3.707 -2.252 2.801 0.098 0.037 0.212 0.660
H -4.591 0.700 1.429 -0.310 -0.049 -0.090 0.094
S -0.596 -3.631 -1.232 0.197 -0.173 0.113 0.671
C -1.731 -5.438 0.365 0.041 0.023 0.021 -0.217
H -1.341 -6.404 0.036 0.020 0.012 -0.011 0.112
H 0.946 1.403 2.662 -0.027 0.213 -0.105 0.060
H -0.573 0.381 0.960 -0.114 0.064 0.072 0.074
C 0.807 1.450 -0.276 0.158 -0.496 -0.157 -0.258
O -0.877 -2.240 -1.000 -0.065 0.159 -0.239 -0.304
C -0.409 4.807 -3.859 -0.061 -0.079 0.226 -0.230
O -2.545 0.502 -1.185 0.271 -0.116 0.014 -0.070
H 0.736 -0.613 0.392 -0.010 -0.028 -0.376 0.083
O -1.617 6.842 -5.038 0.055 0.063 -0.182 -0.346
C -3.243 0.070 -0.039 -0.649 -0.321 -0.177 -0.309
O 2.871 -2.609 1.681 -0.072 0.013 0.077 -0.317
C -2.508 3.574 -3.806 0.047 0.070 -0.036 -0.211
S -1.302 5.449 -5.267 0.075 -0.233 0.159 0.657
C -2.078 -4.575 -0.855 -0.205 -0.259 0.163 -0.218
H -1.095 3.642 -2.136 -0.156 0.153 0.248 0.081
O -0.029 -4.088 -2.477 -0.064 0.149 -0.035 -0.325
N -1.333 3.216 0.038 0.348 -0.042 0.136 -0.118
O 0.998 2.739 0.252 0.035 -0.025 0.082 -0.155
H -2.084 2.625 -4.142 0.001 -0.003 0.006 0.115
H -2.991 3.911 -5.927 0.037 0.114 -0.080 0.093
C -0.649 -4.691 1.159 -0.084 0.021 -0.061 -0.217
C -1.494 4.299 -2.914 0.055 -0.102 -0.278 -0.222
H -2.619 -0.523 0.634 0.252 0.017 0.010 0.099
H -2.616 -5.631 0.970 -0.008 -0.001 -0.008 0.110
H -4.048 -0.597 -0.390 -0.083 -0.150 0.162 0.099
C -2.474 3.380 0.876 0.407 -0.341 -0.239 -0.360
H -3.606 5.170 -4.827 0.071 0.088 -0.007 0.097
H 0.012 1.435 -1.022 -0.162 0.192 -0.008 0.088
H -1.975 5.139 -2.409 0.043 -0.005 0.070 0.119
C 4.314 -3.762 3.549 0.230 -0.261 -0.059 -0.232
H 7.162 -2.782 1.950 0.001 0.013 -0.002 0.112
C 0.499 0.382 0.770 -0.014 0.166 0.314 -0.227
H 2.324 0.567 1.965 0.122 0.028 -0.112 0.063
H -2.871 -3.862 -0.636 0.068 0.087 -0.026 0.103
H 3.558 -4.538 3.455 -0.088 0.086 -0.010 0.104
H 0.219 3.992 -4.218 0.004 0.016 -0.053 0.105
H -3.423 3.346 -3.262 0.013 -0.032 0.018 0.112
H 4.507 -3.550 4.600 -0.035 0.043 0.001 0.105
H 0.208 5.596 -3.434 -0.003 0.060 -0.101 0.106
C -2.981 2.097 1.588 -0.475 0.157 0.037 -0.207
H -0.366 2.812 1.849 0.314 -0.203 0.128 0.082
H -3.572 2.408 2.461 -0.023 -0.001 0.084 0.085
H -1.085 -3.822 1.656 0.035 0.016 0.003 0.122
C 6.329 -2.719 2.648 -0.043 -0.017 0.022 -0.215
H 6.734 -2.417 3.616 -0.021 -0.002 0.008 0.115
H -2.141 1.524 1.980 0.188 -0.064 0.018 0.083
O 3.254 -1.370 3.840 -0.125 -0.070 -0.045 -0.311
O -0.658 5.043 -6.499 -0.021 0.211 -0.071 -0.357
H 0.980 -5.068 -0.234 -0.006 0.007 -0.044 0.108
H 1.733 1.174 -0.790 0.203 0.204 0.079 0.110
H -4.449 1.823 0.044 -0.287 -0.022 -0.039 0.102
H 1.034 -3.436 0.492 -0.021 0.029 -0.108 0.075
```
Positions in Å, forces in eV/Å.

Computed properties:
Total energy in eV: -71794.7020
E_LUMO in eV: 1.739
Net charge: -1


[4]
Entry from the OMol25 dataset: a structure of composition C5H16N2O in a non-equilibrium geometry (ωB97M-V/def2-TZVPD).

Geometry as XYZ:
```
24
Properties=species:S:1:pos:R:3:forces:R:3:nbo_charge:R:1
H 2.060 0.438 1.983 -0.045 0.035 0.031 0.194
N 1.729 0.317 -2.253 0.022 -0.048 0.073 -0.828
H 0.235 -0.801 -3.144 0.005 0.029 0.116 0.157
H 2.480 -0.317 -2.499 -0.039 0.041 0.000 0.362
H 1.342 -1.076 2.568 0.114 0.002 -0.101 0.189
C 0.488 -0.379 -2.161 -0.097 -0.134 0.016 0.088
H -0.509 -2.904 -0.303 -0.043 0.001 -0.034 0.191
C -1.964 1.354 0.590 0.996 1.653 -0.128 -0.760
H -0.976 0.028 1.882 2.387 0.723 0.896 0.431
H -0.301 0.326 -1.870 0.025 -0.081 0.015 0.164
H 1.965 0.755 -1.370 -0.001 -0.024 -0.057 0.357
H -1.450 -1.432 -0.653 0.013 -0.024 -0.041 0.183
O 0.555 -1.442 -1.204 0.062 0.159 -0.106 -0.571
N -0.033 0.506 2.172 -1.167 -1.180 -0.183 -0.747
C -0.688 1.872 0.908 -2.350 0.207 -1.087 -0.230
C 1.204 -0.231 1.888 -0.356 -0.262 0.077 -0.439
H -0.065 0.826 3.136 -0.138 -0.095 -0.030 0.372
H -1.019 -2.561 -1.975 -0.016 0.017 0.058 0.166
H 1.150 -0.603 0.865 0.065 -0.015 0.050 0.230
H -2.809 1.680 1.191 0.074 -0.066 0.037 0.190
H -2.206 1.190 -0.454 0.179 -0.520 0.061 0.198
C -0.678 -2.112 -1.032 0.043 0.076 -0.055 -0.265
H 0.068 1.868 0.130 0.161 -0.216 0.138 0.184
H -0.578 2.698 1.604 0.104 -0.278 0.254 0.182
```
Positions in Å, forces in eV/Å.

Computed properties:
Total energy in eV: -10468.8077
Energy above the lowest of the compared OMol25 structures with the same formula, charge and spin in eV: 3.714
E_LUMO in eV: 0.933


[5]
Entry from the OMol25 dataset: the molecule CH3IN2O2 in a non-equilibrium geometry (ωB97M-V/def2-TZVPD).

Geometry as XYZ:
```
9
Properties=species:S:1:pos:R:3:forces:R:3:nbo_charge:R:1
O -0.344 -2.272 0.203 -0.860 0.492 0.462 -0.275
N -1.305 -1.617 0.403 0.798 1.202 -0.988 0.277
C 1.090 0.598 -0.013 -2.357 3.261 -1.064 -0.268
H 1.150 1.723 -0.449 -0.151 -2.368 1.698 0.188
N -1.187 -0.273 -0.298 0.825 -1.496 0.719 -0.244
O 0.057 -0.036 -0.807 -0.250 -0.039 -0.328 -0.376
I -2.406 1.286 0.189 0.140 -0.146 0.187 0.307
H 0.990 0.461 1.054 -0.510 0.431 0.248 0.196
H 1.955 0.131 -0.282 2.366 -1.337 -0.934 0.196
```
Positions in Å, forces in eV/Å.

Computed properties:
Total energy in eV: -16255.7786
Energy above the lowest of the compared OMol25 structures with the same formula, charge and spin in eV: 4.631
E_LUMO in eV: -0.652


- What is the formula in the first record?
  C29H40BaN3O2PS